Entry 1:
{"formula": "C22H44AlO16", "method": "wB97M-V/def2-TZVPD", "symbols": ["O", "C", "O", "C", "O", "H", "O", "H", "C", "O", "H", "C", "H", "O", "C", "H", "H", "H", "H", "H", "H", "H", "O", "H", "H", "H", "Al", "C", "H", "H", "H", "H", "O", "H", "H", "C", "H", "H", "C", "H", "H", "H", "C", "H", "C", "H", "H", "H", "H", "H", "C", "H", "H", "C", "O", "C", "O", "O", "C", "O", "C", "C", "O", "O", "H", "H", "C", "H", "H", "H", "H", "H", "H", "C", "C", "H", "C", "O", "H", "H", "O", "C", "C"], "xyz": [[-4.633, -0.062, 1.526], [2.275, -3.071, 3.716], [-5.880, 1.427, 0.356], [3.157, -5.249, 4.021], [7.296, -1.498, -0.127], [7.088, 3.667, -4.932], [-0.032, -3.847, 5.814], [4.581, 0.400, -2.605], [6.527, 4.452, -4.419], [-5.846, 1.358, 2.627], [-8.930, 2.720, 2.569], [-5.522, 2.362, -5.454], [-3.563, 2.301, -8.016], [4.741, 2.441, -2.187], [-2.745, -3.832, 3.242], [5.333, -4.726, 1.753], [5.443, -3.274, 2.758], [-7.349, 3.994, -3.369], [-2.594, -6.201, 3.610], [-3.428, -1.348, 0.492], [5.986, 5.566, -6.188], [4.289, -3.346, 1.387], [4.263, -4.740, 4.281], [7.249, 5.205, -4.097], [-2.600, -3.848, 2.066], [-5.560, 1.611, -2.671], [-0.477, -2.408, 4.720], [7.990, 0.672, 0.708], [-5.271, 3.266, -2.160], [-8.433, 1.106, 3.128], [3.207, -2.607, 3.241], [-5.061, -1.170, -0.169], [-5.946, 3.400, -4.721], [-4.860, 1.160, -7.633], [-0.581, -3.883, 6.618], [-5.487, 0.960, 1.398], [-2.459, -5.217, 5.211], [-6.724, 2.865, 3.672], [5.278, -3.638, 1.744], [7.330, 0.651, 1.577], [-6.524, 3.217, 1.962], [-0.275, -1.069, 5.605], [5.295, 2.758, -3.366], [8.054, -0.031, -1.317], [-6.054, 2.558, -2.443], [-3.839, 0.126, -0.396], [2.404, -2.943, 4.844], [-7.592, 2.357, -3.963], [4.921, 5.845, -4.792], [0.548, -2.789, 2.251], [0.928, -2.318, 3.230], [3.713, 0.986, -1.180], [3.077, 1.362, -2.790], [3.990, 1.226, -2.206], [5.906, 3.944, -3.233], [5.500, 5.092, -5.333], [5.236, 2.099, -4.374], [6.309, -3.152, 0.876], [-4.225, -0.635, 0.286], [-4.684, 2.830, -6.393], [-4.099, 1.812, -7.202], [6.243, -1.837, 0.635], [2.196, -4.478, 3.344], [5.395, -1.084, 1.047], [4.789, 4.352, -5.706], [2.914, -6.329, 4.310], [-6.792, 2.431, 2.673], [-6.715, 2.403, -1.591], [-2.568, -1.595, 3.239], [-3.385, 1.233, -6.614], [6.422, 0.293, -0.747], [1.236, -1.240, 3.023], [8.156, 1.714, 0.427], [-6.830, 3.072, -3.640], [-8.200, 1.919, 2.436], [-8.308, 1.518, 1.426], [7.395, -0.108, -0.449], [-3.800, -4.699, 3.866], [-3.203, -2.313, 4.882], [8.940, 0.232, 1.019], [-5.822, 1.206, -5.289], [-2.415, -2.378, 4.065], [-2.292, -5.205, 4.089]], "relative_energy_kj_mol": 165.96, "e_lumo_ev": 2.0731, "e_homo_ev": -4.902, "charge": -1, "fmax_ev_per_a": 5.420}



Entry 2:
{"formula": "C2H2N4O2S", "method": "wB97M-V/def2-TZVPD", "symbols": ["N", "N", "O", "O", "H", "C", "S", "N", "H", "C", "N"], "xyz": [[0.055, -1.289, 0.562], [1.930, -0.168, 0.098], [-0.187, 2.280, -0.734], [-1.579, 1.507, 1.209], [-0.688, -2.559, -1.284], [-0.508, -1.641, -0.734], [-1.310, 1.411, -0.453], [1.481, -1.105, 0.763], [-0.751, 1.356, 1.673], [-0.671, -0.394, -0.397], [2.228, 0.603, -0.704]], "relative_energy_kj_mol": 376.14, "e_lumo_ev": 0.0743, "e_homo_ev": -9.109, "charge": 0, "fmax_ev_per_a": 3.506}